Molecular formula: C3H5NOS2
Method: DFT, wB97M-V/def2-TZVPD

Output
HOMO energy ... -8.3 eV
Energy ... -28398.532 eV
SMILES ... SCC1=NSCO1
Orbital gap ... 8.869 eV
Net charge ... 0
Energy above the lowest of the compared OMol25 structures with the same formula, charge and spin ... 1.699 eV

```
12
Properties=species:S:1:pos:R:3:forces:R:3:nbo_charge:R:1
S 0.251061 1.030782 -2.344019 0.2 -0.3 0.6 0.32
S -1.596541 -0.228706 2.022929 0.8 -0.9 0.6 0.02
O 0.520074 -0.639935 -0.365919 -0.1 -1.1 -1.0 -0.50
N -0.155067 1.554065 -0.740997 0.7 -3.0 1.9 -0.61
C 0.065894 0.530932 0.086283 -0.4 3.2 -2.0 0.52
C -0.049304 0.573789 1.575891 1.7 2.7 -0.7 -0.61
C 0.341435 -0.753157 -1.786009 1.2 1.9 -0.2 -0.20
H 1.169752 -1.292111 -2.244329 0.0 0.1 0.3 0.21
H -0.853709 -1.378050 2.160626 -1.1 0.4 0.0 0.14
H 0.850136 -0.028219 1.936601 -1.3 1.2 0.0 0.25
H -0.590597 -1.127773 -2.088577 -1.3 -1.1 0.3 0.19
H 0.046866 1.758382 1.787521 -0.4 -3.0 0.2 0.27
```
Positions in Å, forces in eV/Å.

***

Molecular formula: C3H5NOS3
Method: DFT, wB97M-V/def2-TZVPD

Output
HOMO energy ... -8.7 eV
Energy ... -39233.160 eV
SMILES ... CSC(=S)NSC=O
Orbital gap ... 8.712 eV
Net charge ... 0
Energy above the lowest of the compared OMol25 structures with the same formula, charge and spin ... 2.090 eV

```
13
Properties=species:S:1:pos:R:3:forces:R:3:nbo_charge:R:1
S 1.748487 1.662224 1.066527 -0.5 0.5 -1.5 0.45
S 0.428942 -0.272085 -1.372930 -1.5 -0.4 -0.4 0.26
S 0.127090 -2.309184 0.801762 -0.1 0.4 0.3 -0.06
O -0.761483 1.744752 1.809509 -0.3 0.3 -0.7 -0.50
N 1.247449 0.096451 1.137933 1.7 -3.9 3.0 -0.82
C 0.550743 -0.812276 0.300851 1.2 0.7 0.1 -0.12
C -1.119689 -1.217911 -1.965113 0.2 -2.8 1.5 -0.74
C 0.134844 2.355311 1.310731 0.5 1.5 1.1 0.23
H 0.177266 3.475445 1.110044 -0.5 -0.9 0.0 0.14
H 1.718517 -0.379541 2.035111 -2.0 0.9 -2.8 0.43
H -0.884739 -2.366686 -2.443324 -0.4 3.2 1.9 0.24
H -1.534668 -0.705995 -2.835851 0.0 0.5 0.6 0.23
H -1.832758 -1.270504 -0.955250 1.8 0.0 -3.1 0.27
```
Positions in Å, forces in eV/Å.

***

Molecular formula: C3H5NOS6
Method: DFT, wB97M-V/def2-TZVPD

Output
HOMO energy ... -9.0 eV
Energy ... -71739.513 eV
SMILES ... N=[S@]1(=O)C/C=C/SSSSS1
Orbital gap ... 8.350 eV
Net charge ... 0

```
16
Properties=species:S:1:pos:R:3:forces:R:3:nbo_charge:R:1
S 1.854940 -2.717066 0.197519 -0.1 0.2 0.2 0.13
S -0.900129 1.314248 -0.448358 -1.3 -1.3 0.6 1.77
S 3.022650 -1.302646 -0.703091 0.2 0.2 -0.2 0.01
S 2.271046 1.911281 -0.067767 0.3 0.0 -0.1 0.05
S 0.566689 2.126651 0.989296 -0.4 -0.1 -0.3 -0.14
S 3.328627 0.274051 0.596961 -0.1 -0.2 0.1 -0.02
O -0.126371 0.975482 -1.614709 0.2 -0.1 -0.1 -0.92
N -2.182856 2.118109 -0.530448 0.3 -0.7 0.7 -1.13
C -1.484735 -0.373201 0.477583 0.6 2.2 -1.1 -0.53
C -0.249450 -1.094308 0.734189 0.4 -0.6 0.2 -0.23
C 0.236040 -2.033069 -0.073487 0.3 0.0 0.3 -0.32
H 0.328063 -0.779536 1.594267 0.1 -0.1 0.0 0.23
H -2.012970 0.014350 1.336821 -0.2 -0.1 0.2 0.25
H -2.133073 -0.807164 -0.271501 -0.2 0.0 -0.1 0.24
H -0.283588 -2.412216 -0.936194 -0.3 0.1 -0.2 0.22
H -2.234880 2.785034 -1.281078 0.2 0.4 -0.2 0.39
```
Positions in Å, forces in eV/Å.

***

Molecular formula: C3H5NS
Method: DFT, wB97M-V/def2-TZVPD

Output
HOMO energy ... -9.0 eV
Energy ... -15514.139 eV
SMILES ... S=CN1CC1
Orbital gap ... 8.912 eV
Net charge ... 0
Energy above the lowest of the compared OMol25 structures with the same formula, charge and spin ... 2.734 eV

```
10
Properties=species:S:1:pos:R:3:forces:R:3:nbo_charge:R:1
S -1.791080 0.150823 -0.118333 -0.4 0.6 0.3 0.04
N 0.826495 -0.111594 0.805356 -0.8 -2.3 -3.8 -0.40
C 1.837562 -0.472357 -0.435584 1.0 0.8 1.8 -0.29
C -0.464005 -0.650461 0.240113 2.0 -0.3 0.0 -0.15
C 1.340803 0.918106 -0.099611 0.9 1.7 0.8 -0.27
H 2.151139 1.556036 0.452130 -1.9 -0.8 -1.3 0.22
H 0.512296 1.471558 -0.737878 2.1 -1.1 1.2 0.23
H 2.955370 -0.898030 -0.201875 -3.2 1.4 -0.4 0.23
H 1.364469 -0.837407 -1.343284 0.0 -0.5 0.4 0.21
H -0.397623 -1.695899 -0.142771 0.2 0.6 1.1 0.19
```
Positions in Å, forces in eV/Å.